{
  "formula": "C30H60Br2F3N2O7P",
  "method": "wB97M-V/def2-TZVPD",
  "homo_lumo_gap_ev": 9.41,
  "energy_ev": -206921.6110,
  "multiplicity": 1,
  "smiles": "C#C[C@@]1(P(=N)(O)O)[C@H](CC)C(=O)N[C@@]1(CCCCCCCCCC)CC[C@@](F)(Br)C(F)(F)Br.CCO.CCO.CCO.CCO",
  "symbols": ["C", "C", "C", "P", "N", "O", "O", "C", "C", "C", "C", "O", "N", "C", "C", "C", "C", "C", "C", "C", "C", "C", "C", "C", "C", "C", "C", "F", "Br", "C", "F", "F", "Br", "H", "H", "H", "H", "H", "H", "H", "H", "H", "H", "H", "H", "H", "H", "H", "H", "H", "H", "H", "H", "H", "H", "H", "H", "H", "H", "H", "H", "H", "H", "H", "H", "H", "H", "H", "H", "C", "C", "O", "H", "H", "H", "H", "H", "H", "C", "C", "O", "H", "H", "H", "H", "H", "H", "C", "C", "O", "H", "H", "H", "H", "H", "H", "C", "C", "O", "H", "H", "H", "H", "H", "H"],
  "positions_angstrom": [[1.251, -1.480, 0.933], [0.834, -1.438, -0.172], [0.435, -1.375, -1.580], [2.060, -1.244, -2.433], [2.004, -0.855, -3.916], [2.842, -2.627, -2.196], [2.937, -0.221, -1.580], [-0.367, -2.691, -1.884], [0.343, -3.993, -2.239], [0.992, -4.735, -1.078], [-1.250, -2.272, -3.055], [-1.829, -2.996, -3.817], [-1.212, -0.900, -3.137], [-0.635, -0.281, -1.914], [-0.183, 1.120, -2.367], [0.792, 1.884, -1.448], [1.881, 2.574, -2.274], [2.771, 3.521, -1.465], [4.128, 2.916, -1.027], [4.305, 2.795, 0.494], [3.934, 1.413, 1.009], [4.129, 1.272, 2.537], [2.793, 1.112, 3.232], [2.910, 0.789, 4.731], [-1.855, -0.142, -0.963], [-1.702, 0.553, 0.397], [-2.755, 0.076, 1.391], [-3.883, -0.349, 0.744], [-2.172, -1.434, 2.486], [-3.251, 1.208, 2.328], [-4.285, 0.758, 3.096], [-3.718, 2.239, 1.572], [-1.870, 1.859, 3.518], [1.674, -1.571, 1.902], [1.070, -0.725, -4.279], [3.781, -2.444, -2.075], [3.080, -0.548, -0.678], [-0.976, -2.861, -1.000], [1.031, -3.806, -3.056], [-0.431, -4.631, -2.653], [0.224, -5.277, -0.535], [1.660, -5.495, -1.472], [1.551, -4.096, -0.410], [-2.086, -0.480, -3.430], [0.214, 1.092, -3.371], [-1.101, 1.701, -2.433], [0.274, 2.684, -0.925], [1.218, 1.234, -0.690], [2.460, 1.855, -2.839], [1.341, 3.162, -3.018], [2.223, 3.924, -0.619], [2.995, 4.377, -2.098], [4.244, 1.941, -1.488], [4.935, 3.532, -1.410], [5.337, 2.992, 0.772], [3.706, 3.538, 1.014], [4.529, 0.681, 0.467], [2.884, 1.221, 0.800], [4.743, 0.397, 2.733], [4.609, 2.166, 2.919], [2.218, 0.334, 2.737], [2.228, 2.033, 3.105], [2.864, -0.285, 4.877], [2.149, 1.276, 5.319], [3.889, 1.102, 5.078], [-2.368, -1.091, -0.858], [-2.528, 0.479, -1.543], [-0.714, 0.474, 0.827], [-1.899, 1.613, 0.262], [0.450, -0.894, 8.656], [1.074, 0.472, 8.872], [1.324, 1.142, 7.638], [1.098, -1.512, 8.035], [0.284, -1.404, 9.606], [-0.511, -0.803, 8.143], [2.038, 0.379, 9.368], [0.427, 1.092, 9.502], [0.479, 1.248, 7.190], [2.160, -6.247, -4.925], [3.175, -5.597, -5.850], [3.041, -4.181, -5.868], [1.147, -5.981, -5.228], [2.257, -7.334, -4.935], [2.299, -5.899, -3.898], [3.025, -5.931, -6.876], [4.193, -5.869, -5.549], [3.169, -3.859, -4.970], [-7.856, 3.054, 2.641], [-7.572, 2.684, 4.086], [-7.318, 1.292, 4.238], [-8.710, 2.490, 2.267], [-8.069, 4.120, 2.542], [-6.999, 2.815, 2.007], [-8.433, 2.908, 4.714], [-6.718, 3.257, 4.463], [-6.552, 1.078, 3.699], [-3.998, 3.038, -4.244], [-3.446, 1.901, -5.084], [-3.587, 0.639, -4.429], [-3.493, 3.078, -3.277], [-3.865, 3.997, -4.746], [-5.064, 2.896, -4.052], [-2.380, 2.036, -5.258], [-3.947, 1.863, -6.055], [-4.523, 0.480, -4.278]],
  "atomic_forces_ev_per_a": [[0.862, -0.249, 1.832], [-0.823, 0.495, -1.619], [-0.089, -0.860, 1.548], [-0.428, 0.518, -2.055], [-0.060, -0.015, 0.247], [0.110, -0.014, 0.588], [0.346, -0.316, 0.287], [0.459, -0.210, -0.713], [-0.064, 0.126, 0.189], [-0.150, -0.195, -0.419], [0.391, 0.524, 0.284], [-0.407, -0.446, -0.137], [-0.272, 0.016, 0.610], [-0.439, 0.175, -1.415], [0.207, 0.209, 0.953], [0.121, 0.086, -0.349], [-0.548, 0.395, 0.243], [0.566, -0.305, -0.598], [-0.329, 0.468, 0.502], [0.056, -0.417, -0.347], [0.122, 0.355, 0.627], [-0.459, -0.326, -0.823], [-0.159, 0.035, 0.628], [0.328, -0.043, -0.793], [0.559, -0.049, 0.325], [-0.288, 0.141, -0.103], [-0.046, -0.126, 0.263], [-0.069, 0.214, -0.093], [0.031, 0.095, -0.221], [-0.433, 0.009, 0.394], [0.538, 0.376, -0.610], [0.149, -0.627, 0.479], [-0.090, 0.092, -0.256], [-0.122, -0.014, 0.142], [0.019, 0.024, -0.200], [0.091, -0.138, 0.022], [-0.036, 0.247, 0.083], [-0.367, -0.052, 0.060], [0.175, -0.031, -0.097], [-0.168, -0.070, -0.179], [-0.098, 0.066, 0.363], [0.220, -0.085, -0.011], [0.107, 0.123, 0.173], [0.026, 0.198, -0.647], [0.226, -0.291, -0.172], [-0.183, 0.117, -0.176], [-0.228, -0.004, 0.238], [0.111, -0.083, 0.110], [0.186, -0.208, -0.034], [-0.044, 0.117, -0.163], [-0.117, -0.008, 0.289], [-0.024, 0.178, -0.061], [0.072, -0.228, -0.066], [0.097, 0.158, -0.154], [0.207, 0.013, 0.018], [-0.135, 0.232, 0.066], [0.104, -0.177, -0.059], [-0.200, -0.098, -0.261], [0.276, -0.002, 0.255], [0.373, 0.041, 0.189], [-0.120, -0.039, -0.104], [-0.149, 0.189, -0.120], [-0.103, -0.172, 0.220], [-0.134, -0.016, 0.243], [0.086, 0.193, 0.301], [0.146, -0.324, 0.115], [-0.317, -0.030, -0.141], [0.191, -0.194, 0.147], [0.141, 0.222, -0.076], [0.053, 0.010, -0.073], [-0.178, 0.001, -0.110], [0.004, -0.034, 0.116], [0.029, -0.010, 0.030], [-0.017, 0.007, 0.003], [-0.036, 0.004, 0.055], [0.037, 0.046, -0.018], [0.045, -0.032, 0.077], [0.001, 0.009, -0.009], [-0.033, 0.036, -0.036], [-0.020, 0.119, 0.259], [0.027, -0.136, -0.099], [-0.006, -0.011, -0.023], [0.013, 0.001, 0.016], [0.041, -0.041, 0.007], [0.015, 0.033, -0.039], [-0.005, -0.089, -0.060], [-0.080, 0.162, 0.003], [-0.021, -0.073, -0.001], [0.170, -0.080, -0.130], [-0.124, 0.098, 0.034], [-0.032, 0.017, 0.017], [0.017, 0.006, 0.000], [0.027, 0.054, 0.010], [-0.004, -0.029, 0.047], [-0.061, 0.072, 0.027], [0.058, -0.078, -0.009], [0.021, -0.088, 0.071], [-0.161, 0.023, 0.055], [0.145, 0.043, 0.144], [0.035, 0.026, -0.013], [-0.008, 0.002, -0.011], [-0.015, 0.034, -0.048], [0.033, -0.068, -0.011], [0.060, 0.039, -0.032], [-0.035, -0.057, -0.013]]
}

=====

{
  "formula": "C30H60BrClInO26",
  "method": "wB97M-V/def2-TZVPD",
  "homo_lumo_gap_ev": 7.36,
  "charge": -1,
  "energy_ev": -173059.4969,
  "multiplicity": 1,
  "symbols": ["C", "C", "C", "Br", "In", "Cl", "C", "C", "O", "C", "O", "H", "H", "H", "H", "H", "H", "H", "H", "H", "H", "H", "H", "C", "O", "C", "O", "O", "C", "H", "H", "H", "H", "H", "H", "C", "O", "C", "O", "O", "C", "H", "H", "H", "H", "H", "H", "C", "O", "C", "O", "O", "C", "H", "H", "H", "H", "H", "H", "C", "O", "C", "O", "O", "C", "H", "H", "H", "H", "H", "H", "C", "O", "C", "O", "O", "C", "H", "H", "H", "H", "H", "H", "C", "O", "C", "O", "O", "C", "H", "H", "H", "H", "H", "H", "C", "O", "C", "O", "O", "C", "H", "H", "H", "H", "H", "H", "C", "O", "C", "O", "O", "C", "H", "H", "H", "H", "H", "H"],
  "positions_angstrom": [[-3.200, 3.125, 0.954], [-1.885, 2.385, 1.206], [-1.195, 1.855, -0.053], [-1.946, 0.052, -0.449], [-1.437, 3.070, -1.907], [-0.113, 1.996, -3.680], [-0.830, 5.193, -1.726], [0.650, 5.548, -1.685], [1.194, 5.367, -0.343], [1.482, 4.115, 0.026], [2.104, 3.335, -0.624], [-3.041, 4.049, 0.387], [-3.684, 3.400, 1.901], [-3.888, 2.497, 0.374], [-1.182, 3.037, 1.751], [-2.091, 1.543, 1.885], [-0.142, 1.651, 0.157], [-3.111, 3.009, -2.427], [-1.294, 5.640, -0.837], [-1.252, 5.697, -2.607], [0.829, 6.610, -1.897], [1.251, 4.968, -2.396], [1.092, 3.884, 1.030], [2.015, 0.125, -1.387], [2.880, -1.015, -1.161], [2.988, -1.355, 0.110], [2.396, -0.865, 1.039], [3.874, -2.359, 0.212], [4.091, -2.810, 1.548], [2.016, 0.310, -2.456], [1.007, -0.088, -1.048], [2.410, 0.992, -0.865], [3.165, -3.174, 1.989], [4.497, -2.011, 2.166], [4.813, -3.619, 1.480], [-2.170, 0.175, -5.865], [-2.768, 0.688, -7.075], [-3.438, -0.194, -7.790], [-3.591, -1.366, -7.548], [-3.942, 0.430, -8.869], [-4.696, -0.420, -9.731], [-1.657, 1.005, -5.391], [-2.943, -0.213, -5.206], [-1.464, -0.617, -6.107], [-5.550, -0.845, -9.206], [-4.076, -1.228, -10.117], [-5.034, 0.215, -10.545], [-8.497, 6.231, -1.951], [-8.361, 5.649, -3.250], [-7.214, 4.974, -3.419], [-6.355, 4.843, -2.590], [-7.201, 4.480, -4.654], [-6.020, 3.729, -4.980], [-9.457, 6.738, -1.957], [-8.481, 5.461, -1.182], [-7.695, 6.942, -1.762], [-5.909, 2.869, -4.323], [-5.130, 4.351, -4.907], [-6.162, 3.401, -6.005], [5.515, 5.479, 2.505], [4.532, 4.594, 1.967], [4.247, 3.542, 2.742], [4.755, 3.299, 3.809], [3.309, 2.838, 2.131], [2.863, 1.654, 2.806], [5.624, 6.282, 1.781], [5.181, 5.892, 3.456], [6.468, 4.970, 2.645], [2.446, 1.909, 3.780], [3.679, 0.945, 2.925], [2.102, 1.229, 2.162], [1.222, -4.521, -0.963], [1.836, -5.667, -0.345], [1.025, -6.716, -0.222], [-0.128, -6.769, -0.560], [1.711, -7.709, 0.353], [0.952, -8.903, 0.565], [1.986, -3.752, -1.014], [0.885, -4.769, -1.967], [0.380, -4.167, -0.371], [0.593, -9.302, -0.382], [0.103, -8.711, 1.220], [1.638, -9.601, 1.036], [1.857, -5.774, 2.752], [1.828, -5.625, 4.180], [2.230, -6.699, 4.849], [2.601, -7.740, 4.367], [2.144, -6.439, 6.155], [2.544, -7.524, 6.999], [1.510, -4.834, 2.336], [2.867, -5.979, 2.405], [1.191, -6.574, 2.444], [3.584, -7.789, 6.815], [1.912, -8.395, 6.832], [2.421, -7.161, 8.015], [-0.675, -8.218, 4.571], [-1.771, -8.908, 3.957], [-2.233, -9.937, 4.661], [-1.819, -10.309, 5.729], [-3.238, -10.493, 3.982], [-3.835, -11.618, 4.631], [-0.419, -7.414, 3.888], [-0.975, -7.803, 5.532], [0.175, -8.884, 4.699], [-4.252, -11.329, 5.594], [-3.102, -12.410, 4.777], [-4.624, -11.953, 3.965], [5.466, 11.461, -0.290], [4.466, 10.587, -0.816], [4.206, 9.525, -0.046], [4.742, 9.284, 1.007], [3.273, 8.794, -0.639], [2.884, 7.621, 0.092], [5.564, 12.262, -1.017], [5.158, 11.861, 0.674], [6.414, 10.937, -0.177], [2.460, 7.896, 1.057], [3.738, 6.963, 0.239], [2.134, 7.118, -0.510]],
  "atomic_forces_ev_per_a": [[0.018, 0.030, 0.009], [-0.069, -0.178, 0.164], [0.139, 0.126, 0.035], [0.065, 0.032, -0.022], [-0.438, 0.147, 0.154], [0.210, 0.107, 0.131], [0.425, 0.078, 0.018], [0.245, 0.058, -0.422], [-0.941, -0.199, 0.096], [-0.018, -0.045, 0.291], [0.088, -0.428, -0.451], [-0.010, -0.136, 0.045], [0.050, -0.086, -0.168], [0.102, 0.115, 0.123], [-0.101, 0.005, -0.223], [0.119, 0.164, -0.034], [-0.157, -0.135, 0.008], [0.066, -0.068, -0.100], [-0.087, -0.013, -0.180], [-0.025, -0.120, 0.150], [-0.044, -0.135, 0.072], [-0.089, 0.019, 0.162], [0.209, 0.176, 0.017], [0.027, 0.196, -0.156], [-0.007, -0.066, 0.118], [-0.083, 0.108, -0.084], [0.115, -0.137, 0.012], [0.011, -0.045, 0.009], [0.093, -0.086, 0.052], [0.017, -0.098, 0.008], [-0.085, -0.081, 0.016], [-0.023, 0.046, 0.026], [-0.012, 0.060, 0.024], [-0.067, 0.034, 0.000], [-0.021, -0.007, -0.073], [-0.013, -0.037, 0.064], [0.001, 0.036, -0.001], [-0.053, -0.040, -0.067], [0.028, 0.040, 0.020], [0.023, -0.009, 0.048], [-0.020, 0.031, -0.047], [-0.057, 0.009, -0.085], [-0.003, -0.020, -0.010], [-0.019, -0.015, -0.015], [0.015, -0.017, 0.011], [-0.002, -0.012, 0.022], [0.007, 0.004, 0.010], [-0.054, 0.029, 0.003], [0.046, -0.023, -0.004], [0.012, -0.030, -0.005], [-0.056, 0.043, -0.007], [0.001, 0.014, 0.017], [0.071, -0.086, -0.109], [0.004, -0.006, -0.010], [0.026, -0.002, -0.002], [0.016, -0.020, 0.005], [-0.010, 0.051, 0.070], [-0.020, 0.023, 0.075], [-0.016, 0.012, 0.003], [0.041, 0.177, -0.012], [0.058, 0.018, 0.059], [-0.043, 0.051, -0.004], [-0.004, -0.025, -0.054], [0.024, -0.038, 0.041], [-0.147, 0.043, 0.005], [-0.030, -0.018, -0.014], [0.007, -0.047, 0.023], [-0.034, -0.060, 0.018], [0.062, 0.015, 0.027], [0.027, 0.036, 0.005], [0.032, -0.040, 0.006], [0.003, 0.220, -0.071], [-0.071, -0.007, 0.006], [0.004, -0.017, -0.094], [0.052, -0.006, 0.034], [0.010, -0.021, -0.107], [0.045, -0.043, 0.058], [0.092, -0.097, 0.038], [-0.054, -0.041, 0.026], [-0.032, -0.067, -0.006], [-0.025, 0.021, 0.000], [-0.018, 0.014, -0.027], [0.001, 0.012, 0.002], [-0.031, 0.172, -0.055], [0.000, 0.011, 0.014], [0.033, -0.003, 0.005], [-0.012, 0.032, 0.016], [-0.014, -0.007, -0.034], [-0.007, 0.013, 0.053], [-0.018, 0.048, 0.137], [-0.022, -0.106, 0.002], [0.067, -0.082, 0.046], [-0.007, -0.014, -0.021], [0.011, -0.005, -0.019], [-0.002, 0.006, -0.009], [0.029, 0.074, -0.016], [-0.017, -0.043, 0.014], [0.003, -0.009, 0.016], [-0.011, 0.014, -0.034], [0.029, 0.019, 0.006], [-0.043, -0.022, -0.027], [-0.039, -0.010, -0.017], [0.001, -0.040, 0.016], [-0.009, -0.008, 0.012], [0.023, 0.000, 0.010], [0.010, 0.013, 0.020], [0.006, 0.009, -0.002], [-0.013, 0.022, -0.047], [0.026, 0.043, 0.008], [-0.079, -0.115, -0.062], [0.023, 0.028, -0.010], [0.181, 0.223, 0.117], [-0.184, -0.108, -0.155], [-0.004, -0.004, -0.002], [0.011, -0.020, 0.015], [-0.004, -0.008, 0.025], [0.042, 0.028, 0.024], [0.004, -0.013, 0.008], [0.368, 0.365, 0.177]]
}

=====

Which formula does entry 2 have? C30H60BrClInO26